Formula: C4H10KNO5SSi
Source: OMol25
Level of theory: ωB97M-V/def2-TZVPD

Net charge: -2
Orbital gap (eV): 6.39
LUMO energy (eV): 4.8
Energy above the lowest of the compared OMol25 structures with the same formula, charge and spin (eV): 0.890

Each line ends with the Löwdin charge.
Geometry (Å):
K  -1.737  0.293  0.821  0.833
C  3.293  -1.265  0.654  -0.208
Si  2.126  -0.006  -0.164  0.143
C  1.771  -0.755  -1.871  -0.201
C  3.221  1.504  -0.525  -0.207
O  0.838  0.332  0.697  -0.535
H  4.156  -1.482  0.014  0.004
H  2.763  -2.201  0.851  0.010
H  3.659  -0.884  1.612  0.007
H  2.697  -0.996  -2.406  0.006
H  1.190  -0.060  -2.484  0.014
H  1.178  -1.669  -1.772  0.016
H  4.099  1.218  -1.119  0.005
H  3.566  1.965  0.405  0.007
H  2.659  2.261  -1.079  0.010
N  -4.443  -1.907  0.929  -0.039
C  -3.747  -1.430  0.017  -0.260
H  -5.074  -1.244  1.383  0.009
O  -4.001  0.268  -0.198  -0.560
S  -4.485  1.322  0.846  0.230
O  -5.922  1.131  1.022  -0.390
O  -4.066  2.602  0.287  -0.388
O  -3.739  1.005  2.082  -0.505


Formula: C4H7NO
Source: OMol25
Level of theory: ωB97M-V/def2-TZVPD

Orbital gap (alpha / beta) (eV): 8.47 / 8.42
LUMO energy (alpha / beta) (eV): -1.4 / -1.3
Energy above the lowest of the compared OMol25 structures with the same formula, charge and spin (eV): 6.452

Each line ends with the Löwdin charge.
Geometry (Å):
C  1.966  0.239  -0.502  -0.126
N  0.627  -0.136  -0.900  0.010
C  -1.673  1.300  0.795  0.195
C  -0.135  -0.666  -0.034  -0.229
C  -1.471  -1.192  -0.465  -0.300
O  -2.098  -1.970  0.214  0.041
H  2.223  1.200  -0.957  0.077
H  2.663  -0.504  -0.908  0.086
H  2.108  0.293  0.588  0.078
H  -1.564  0.949  1.848  -0.037
H  -1.011  2.195  0.775  -0.047
H  0.156  -0.854  1.013  0.129
H  -1.791  -0.854  -1.467  0.123


Formula: C9H15AsBr3F4I2
Source: OMol25
Level of theory: ωB97M-V/def2-TZVPD

Net charge: -1
Orbital gap (eV): 7.33
LUMO energy (eV): 2.5

Each line ends with the Löwdin charge.
Geometry (Å):
C  3.352  1.730  0.636  -0.194
C  2.343  1.795  -0.511  -0.803
Br  1.029  3.238  -0.250  0.629
C  1.776  0.463  -0.956  -0.407
As  0.336  -0.708  -0.050  0.449
I  0.512  0.466  2.398  0.338
I  -1.489  -2.478  0.831  0.286
C  -1.165  0.499  -0.687  -0.429
C  -2.112  1.332  0.155  -0.287
C  -3.446  0.892  0.746  -0.777
F  -4.144  2.080  0.919  -0.137
Br  -3.331  0.208  2.574  0.708
C  -4.354  -0.066  -0.138  -0.883
F  -4.778  -1.170  0.515  -0.050
F  -3.727  -0.453  -1.246  0.010
Br  -6.004  0.846  -0.757  0.755
C  1.797  -2.042  0.578  -0.598
C  1.849  -3.267  -0.313  -0.141
F  1.567  -2.483  1.882  -0.205
H  3.275  2.591  1.285  0.048
H  3.232  0.822  1.209  0.008
H  4.356  1.733  0.215  0.069
H  2.881  2.198  -1.363  0.057
H  1.395  0.599  -1.967  0.053
H  2.638  -0.191  -1.078  0.063
H  0.245  -1.436  -1.423  -0.015
H  -0.607  1.212  -1.284  0.013
H  -1.691  -0.113  -1.406  0.040
H  -2.451  2.123  -0.520  0.125
H  -1.602  1.884  0.937  0.034
H  2.755  -1.536  0.638  0.079
H  2.859  -3.466  -0.660  0.066
H  1.515  -4.119  0.263  0.064
H  1.189  -3.181  -1.171  0.030


Formula: C24H25NO6S
Source: OMol25
Level of theory: ωB97M-V/def2-TZVPD

Orbital gap (eV): 8.64
LUMO energy (eV): -0.1
SMILES string: CCC[C@@H](NS(=O)(=O)c1ccc(C)cc1)C(=O)Oc1ccc2c3c(c(=O)oc2c1)CCC3
Energy above the lowest of the compared OMol25 structures with the same formula, charge and spin (eV): 0.716

Each line ends with the Löwdin charge.
Geometry (Å):
C  -5.636  -2.786  -0.428  -0.095
C  -5.303  -2.560  1.042  -0.251
C  -3.830  -2.226  1.278  -0.140
C  -3.413  -0.935  0.553  -0.297
N  -4.273  0.167  0.901  -0.060
S  -4.371  1.353  -0.277  0.661
O  -5.246  2.364  0.231  -0.276
O  -4.709  0.674  -1.494  -0.284
C  -2.709  1.997  -0.412  -0.285
C  -1.861  1.505  -1.384  -0.053
C  -0.555  1.962  -1.438  -0.029
C  -0.094  2.904  -0.524  -0.268
C  1.313  3.408  -0.575  -0.033
C  -0.971  3.386  0.446  -0.018
C  -2.276  2.934  0.506  -0.048
C  -1.969  -0.600  0.898  -0.435
O  -1.660  0.130  1.802  0.139
O  -1.128  -1.240  0.076  0.097
C  0.244  -1.074  0.065  -0.197
C  0.935  -2.011  -0.713  0.009
C  2.298  -1.924  -0.846  0.001
C  3.011  -0.898  -0.216  -0.094
C  4.427  -0.710  -0.291  -0.104
C  5.016  0.339  0.329  -0.083
C  4.267  1.313  1.090  -0.391
O  4.704  2.291  1.642  0.132
O  2.911  1.074  1.175  0.118
C  2.302  0.040  0.556  -0.165
C  0.919  -0.052  0.704  0.089
C  6.494  0.370  0.100  -0.112
C  6.783  -1.018  -0.499  -0.154
C  5.433  -1.541  -1.027  -0.115
H  -5.553  -1.858  -0.988  0.058
H  -6.656  -3.148  -0.525  0.073
H  -4.968  -3.526  -0.865  0.077
H  -5.541  -3.459  1.615  0.107
H  -5.912  -1.741  1.424  0.104
H  -3.197  -3.040  0.917  0.125
H  -3.653  -2.099  2.348  0.125
H  -3.508  -1.074  -0.526  0.137
H  -4.082  0.551  1.816  0.126
H  -2.239  0.785  -2.093  0.121
H  0.114  1.580  -2.196  0.120
H  1.321  4.482  -0.756  0.089
H  1.877  2.918  -1.365  0.082
H  1.816  3.232  0.375  0.078
H  -0.620  4.117  1.158  0.122
H  -2.970  3.301  1.245  0.120
H  0.373  -2.791  -1.201  0.122
H  2.833  -2.646  -1.444  0.117
H  0.411  0.678  1.309  0.125
H  6.741  1.175  -0.597  0.126
H  7.043  0.559  1.022  0.122
H  7.149  -1.683  0.283  0.112
H  7.536  -0.974  -1.283  0.107
H  5.328  -1.371  -2.102  0.128
H  5.302  -2.607  -0.843  0.118


Formula: C6H18N3NaO12S3
Source: OMol25
Level of theory: ωB97M-V/def2-TZVPD

Net charge: -1
Orbital gap (alpha / beta) (eV): 6.72 / 4.13
LUMO energy (alpha / beta) (eV): 1.6 / -0.9
Expectation value of S²: 0.756
Multiplicity: 2

Each line ends with the Löwdin charge.
Geometry (Å):
Na  0.988  -0.343  0.009  0.375
N  4.243  1.248  0.385  -0.563
O  3.086  1.060  0.908  0.004
O  5.275  1.515  0.976  0.073
O  4.193  1.212  -0.837  0.141
N  3.411  -2.001  -1.493  -0.578
O  4.313  -2.834  -1.668  0.025
O  3.373  -1.043  -2.310  0.069
O  2.779  -2.011  -0.450  0.014
N  0.892  2.167  -2.138  -0.642
O  1.837  1.586  -2.732  -0.055
O  0.846  3.374  -2.133  -0.009
O  0.023  1.445  -1.642  -0.089
C  -0.048  2.676  4.413  -0.256
S  -1.165  3.046  2.992  0.828
O  -1.300  4.594  2.881  -0.596
C  -0.003  2.576  1.674  -0.240
H  -0.561  2.551  5.367  0.040
H  0.596  3.555  4.441  0.051
H  0.540  1.768  4.281  0.051
H  -0.147  2.841  0.626  0.059
H  0.019  1.490  1.768  0.017
H  0.951  2.911  2.080  0.052
C  0.426  -1.678  -4.455  -0.238
S  -0.668  -2.219  -3.073  0.862
O  0.086  -1.981  -1.762  -0.556
C  -2.016  -0.974  -3.162  -0.250
H  1.430  -2.091  -4.354  0.048
H  0.635  -0.609  -4.413  0.054
H  0.071  -1.959  -5.446  0.043
H  -2.614  -0.840  -4.063  0.048
H  -1.648  0.027  -2.936  0.043
H  -2.793  -1.371  -2.510  0.030
C  -2.326  -3.342  1.740  -0.245
S  -1.893  -1.667  2.366  0.897
O  -0.645  -1.136  1.568  -0.564
C  -3.522  -0.734  2.086  -0.217
H  -1.720  -4.030  2.329  0.042
H  -2.177  -3.498  0.672  0.062
H  -3.297  -3.639  2.135  0.044
H  -3.542  -0.518  1.018  0.046
H  -3.524  0.230  2.595  0.037
H  -4.401  -1.352  2.266  0.044


Formula: C5H14O3
Source: OMol25
Level of theory: ωB97M-V/def2-TZVPD

Orbital gap (eV): 10.67
LUMO energy (eV): 0.9
SMILES string: CC(O)O.C=CC.O
Energy above the lowest of the compared OMol25 structures with the same formula, charge and spin (eV): 0.405

Each line ends with the Löwdin charge.
Geometry (Å):
C  2.711  -1.594  0.443  -0.019
C  2.027  -0.345  -0.100  -0.533
O  0.896  -0.082  0.691  -0.087
O  2.880  0.767  -0.127  -0.005
H  2.036  -2.443  0.374  0.080
H  3.608  -1.801  -0.134  0.084
H  2.974  -1.440  1.488  0.085
H  1.733  -0.496  -1.149  0.154
H  0.325  0.684  0.259  0.079
H  3.184  0.937  0.774  0.099
C  -0.876  1.772  -0.604  -0.053
C  -1.879  0.913  -0.858  -0.218
C  -3.136  0.836  -0.064  -0.099
H  -0.987  2.522  0.169  0.075
H  -0.121  1.976  -1.349  0.071
H  -1.856  0.310  -1.754  0.107
H  -3.982  1.138  -0.682  0.079
H  -3.306  -0.194  0.245  0.063
H  -3.094  1.472  0.819  0.078
O  -1.246  -1.635  0.180  -0.085
H  -0.402  -1.163  0.416  0.008
H  -1.489  -2.136  0.964  0.040